A cluster of 2 separate species, C5H11N in total, computed with ωB97M-V with the def2-TZVPD basis set.

Output
- E_HOMO (alpha / beta): 1.85 / -4.80 eV
- Charge: -1
- Energy above the lowest of the compared OMol25 structures with the same formula, charge and spin: 251.05 kJ/mol
- DFT total energy: -251.7040 a.u.
- Spin multiplicity: 2
- Frontier orbital gap (alpha / beta): 1.87 / 8.86 eV
- ⟨S²⟩: 0.750
- Molecular weight: 85.15 g/mol

Bonds (Å) are listed after each position.
Atoms and positions in Å:
1 C 2.0414 0.4943 0.6054  C2 1.517, H4 1.077, H5 1.143, H6 1.152
2 C 1.2852 -0.6908 1.1760  C1 1.517, C3 1.304, H7 1.090
3 C 1.7039 -1.9254 1.2038  C2 1.304, H8 1.054, H9 1.060
4 H 2.4126 1.2424 1.2856  C1 1.077
5 H 3.0236 0.2035 0.0974  C1 1.143
6 H 1.5151 1.0014 -0.2853  C1 1.152
7 H 0.3330 -0.6527 1.7058  C2 1.090
8 H 1.0830 -2.6751 1.6091  C3 1.054
9 H 2.4373 -2.2046 0.4909  C3 1.060
10 C -1.1053 1.1425 -1.9665  C11 1.351, H13 1.063, H14 1.164
11 C -1.7085 1.0294 -0.7625  C10 1.351, N12 1.343, H15 1.080
12 N -2.2098 -0.0809 -0.1969  C11 1.343, H16 1.048, H17 1.019
13 H -0.9427 0.2348 -2.4950  C10 1.063
14 H -0.9196 2.2664 -2.2061  C10 1.164
15 H -2.0446 1.9483 -0.3045  C11 1.080
16 H -2.2069 -0.9201 -0.8247  N12 1.048
17 H -2.5223 -0.1780 0.7680  N12 1.019

***

A cluster of 2 separate species, C5H11N in total, computed with ωB97M-V with the def2-TZVPD basis set.

Output
- E_HOMO: -7.05 eV
- Energy above the lowest of the compared OMol25 structures with the same formula, charge and spin: 372.84 kJ/mol
- DFT total energy: -251.7205 a.u.
- Frontier orbital gap: 8.03 eV
- Molecular weight: 85.15 g/mol

Bonds (Å) are listed after each position.
Atoms and positions in Å:
1 C 1.9942 0.0324 -0.2671  N2 1.301, H7 1.084, H9 1.081
2 N 0.9897 -0.0334 0.5566  C1 1.301, C3 1.455, C4 1.321
3 C 0.7061 -0.0870 1.9827  N2 1.455, C4 1.481, H10 1.092, H11 1.098
4 C -0.2370 -0.3968 0.8841  N2 1.321, C3 1.481, C6 1.488
5 C -1.1289 1.5321 -1.6461  H8 1.094, H12 1.093, H13 1.094, H14 1.092
6 C -0.9875 -1.5781 0.3802  C4 1.488, H15 1.093, H16 1.096, H17 1.103
7 H 1.8437 -0.2736 -1.2956  C1 1.084
8 H -0.0493 1.6802 -1.7377  C5 1.094
9 H 2.9276 0.4575 0.0755  C1 1.081
10 H 0.6329 0.8664 2.5094  C3 1.092
11 H 1.2841 -0.8564 2.5122  C3 1.098
12 H -1.3624 1.2846 -0.6076  C5 1.093
13 H -1.4374 0.7079 -2.2960  C5 1.094
14 H -1.6522 2.4438 -1.9424  C5 1.092
15 H -1.9115 -1.7266 0.9446  C6 1.093
16 H -1.2647 -1.4184 -0.6683  C6 1.096
17 H -0.3927 -2.5060 0.4316  C6 1.103

***

A cluster of 2 separate species, C5H11N in total, computed with ωB97M-V with the def2-TZVPD basis set.

Output
- E_HOMO: -9.37 eV
- SMILES string: C#CC.CCN
- Energy above the lowest of the compared OMol25 structures with the same formula, charge and spin: 206.76 kJ/mol
- DFT total energy: -251.7838 a.u.
- Frontier orbital gap: 10.48 eV
- Molecular weight: 85.15 g/mol

Bonds (Å) are listed after each position.
Atoms and positions in Å:
1 C -3.2056 0.5283 -0.7057  C2 1.215, H4 1.077
2 C -3.5962 -0.4718 -0.1364  C1 1.215, C3 1.461
3 C -4.0658 -1.6742 0.5482  C2 1.461, H5 1.103, H6 1.103, H7 1.103
4 H -2.8597 1.4149 -1.2099  C1 1.077
5 H -3.4156 -1.9036 1.4091  C3 1.103
6 H -4.0551 -2.5359 -0.1402  C3 1.103
7 H -5.0961 -1.5290 0.9142  C3 1.103
8 C -0.7670 2.6073 0.2769  C9 1.521, H11 1.103, H12 1.103, H13 1.103
9 C -2.0474 3.3474 -0.0774  C8 1.521, N10 1.468, H14 1.107, H15 1.107
10 N -2.3655 3.1363 -1.4952  C9 1.468, H16 1.026, H17 1.026
11 H -0.8792 1.5326 0.0559  C8 1.103
12 H -0.5333 2.7236 1.3486  C8 1.103
13 H 0.0782 3.0013 -0.3122  C8 1.103
14 H -2.8877 2.9350 0.5136  C9 1.107
15 H -1.9388 4.4156 0.1920  C9 1.107
16 H -3.2271 3.6340 -1.7453  N10 1.026
17 H -1.6240 3.5408 -2.0777  N10 1.026

***

The molecule C5H11N, computed with ωB97M-V with the def2-TZVPD basis set.

Output
- E_HOMO: -8.91 eV
- SMILES string: CCN1C[C@H]1C
- Energy above the lowest of the compared OMol25 structures with the same formula, charge and spin: 117.57 kJ/mol
- DFT total energy: -251.8178 a.u.
- Frontier orbital gap: 10.09 eV
- Molecular weight: 85.15 g/mol

Bonds (Å) are listed after each position.
Atoms and positions in Å:
1 C -2.0317 0.6034 0.3266  C2 1.531, H7 1.095, H8 1.096, H9 1.094
2 C -1.3845 -0.3696 -0.6625  C1 1.531, N3 1.461, H10 1.096, H11 1.097
3 N 0.0336 -0.6899 -0.5165  C2 1.461, C4 1.448, C5 1.448
4 C 0.5469 -1.0383 0.7919  N3 1.448, C5 1.487, H12 1.091, H13 1.089
5 C 0.9583 0.2240 0.1221  N3 1.448, C4 1.487, C6 1.509, H14 1.092
6 C 2.3178 0.4003 -0.5093  C5 1.509, H15 1.096, H16 1.096, H17 1.094
7 H -3.1122 0.6296 0.1509  C1 1.095
8 H -1.8805 0.3112 1.3717  C1 1.096
9 H -1.6580 1.6242 0.2002  C1 1.094
10 H -1.9127 -1.3297 -0.6242  C2 1.096
11 H -1.5216 0.0220 -1.6776  C2 1.097
12 H -0.1098 -0.9513 1.6583  C4 1.091
13 H 1.2149 -1.8980 0.8182  C4 1.089
14 H 0.5374 1.1295 0.5640  C5 1.092
15 H 3.0477 0.7409 0.2343  C6 1.096
16 H 2.2877 1.1393 -1.3180  C6 1.096
17 H 2.6668 -0.5475 -0.9302  C6 1.094